<i>
17 unconnected molecules or ions with the total composition H34O17, computed with the ωB97M-V functional and the def2-TZVPD basis.

Each line ends with the Mulliken charge.
Cartesian coordinates (Å):
O  -0.36455  -2.38361  5.46913  -0.64
H  -0.18444  -1.96364  4.62111  0.33
H  -1.25005  -2.10432  5.71613  0.31
O  -4.44986  -3.01672  0.62174  -0.64
H  -5.13447  -3.06054  -0.04411  0.32
H  -4.71820  -3.25927  1.50364  0.29
O  -1.32854  4.45872  1.38061  -0.62
H  -1.45430  3.65002  1.87185  0.31
H  -1.23850  5.24875  1.90996  0.30
O  -4.89045  1.26010  -0.61771  -0.62
H  -4.59414  1.30157  -1.53155  0.32
H  -4.13366  0.91859  -0.13868  0.31
O  5.05445  0.39372  -1.57125  -0.64
H  4.53830  -0.29704  -2.01990  0.42
H  4.58721  1.21235  -1.74299  0.26
O  2.85440  -0.82631  1.25013  -0.46
H  3.11964  -1.02227  2.17113  0.23
H  3.35940  -1.63318  1.04743  0.19
O  0.21149  -0.19424  0.48778  -0.59
H  0.71247  0.63000  0.46025  0.30
H  0.96174  -0.80233  0.54796  0.28
O  1.47961  0.32530  3.77419  -0.51
H  1.67826  0.32171  4.71542  0.26
H  1.87089  1.13977  3.44389  0.30
O  0.30172  2.59048  2.66494  -0.68
H  -0.22099  1.78192  2.67995  0.33
H  0.65479  2.73021  1.78573  0.35
O  2.55031  5.34984  -0.99817  -0.64
H  1.67828  5.12121  -0.65907  0.32
H  2.62397  4.75220  -1.75048  0.32
O  2.34594  -3.52934  0.05798  -0.59
H  2.63333  -4.16048  0.72104  0.29
H  1.52853  -3.92124  -0.27236  0.30
O  -2.45853  -2.26218  -4.69372  -0.60
H  -3.32388  -2.61000  -4.45483  0.32
H  -2.65310  -1.33440  -4.67910  0.24
O  -2.06584  -3.49974  -0.88507  -0.60
H  -2.50084  -2.68124  -1.19612  0.26
H  -2.90027  -3.68968  -0.39797  0.40
O  -2.45231  -0.67836  -1.82078  -0.68
H  -1.77650  -0.07538  -1.44355  0.35
H  -1.75145  -1.35684  -1.77680  0.30
O  2.96768  -0.94771  -2.39282  -0.68
H  2.39338  -0.27475  -2.80389  0.33
H  2.37266  -0.91200  -1.61966  0.29
O  2.69822  1.95572  0.80708  -0.59
H  2.98346  1.17234  1.28163  0.28
H  3.06870  2.72270  1.24591  0.34
O  -2.25626  1.32764  -3.77546  -0.62
H  -2.58700  0.56386  -3.26401  0.33
H  -2.05056  0.84828  -4.58356  0.32

Values from the calculation:
Lowest unoccupied orbital energy   -0.190 eV
Molecular weight   306.3 g mol⁻¹
Charge   0

---

<ii>
A molecular structure, H34O17, computed with the ωB97M-V functional and the def2-TZVPD basis.

Each line ends with the Mulliken charge.
Cartesian coordinates (Å):
O  0.67193  1.52677  -1.70278  -1.00
H  1.50612  1.20559  -1.60387  0.11
H  0.45294  1.01216  -2.51569  0.62
O  -1.42237  -2.28367  2.02863  -0.78
H  -1.58713  -2.87682  2.68024  0.21
H  -0.42495  -2.06034  2.10297  0.37
O  -1.86589  0.23337  1.71100  -0.91
H  -1.98550  -0.82330  1.91199  0.32
H  -2.77946  0.61443  1.92525  0.41
O  2.90182  -1.97823  1.08680  -0.67
H  3.64847  -1.55257  1.42707  0.35
H  2.55239  -1.15190  0.90392  0.16
O  0.02129  -0.41031  -0.43068  1.76
H  0.25715  0.36839  -0.66618  -0.18
H  0.17469  -0.20986  0.57210  -0.09
O  -2.63015  1.78557  -0.67967  -0.54
H  -2.23612  1.41017  0.09798  0.24
H  -2.24416  2.67596  -0.69629  0.34
O  1.49383  -1.65526  -1.94207  -0.76
H  0.91618  -1.97827  -2.55244  0.35
H  0.82307  -1.61698  -1.13419  0.19
O  -0.92956  -2.94064  -2.49111  -0.81
H  -1.15404  -2.17930  -1.84828  0.47
H  -0.39326  -3.63035  -2.29938  0.25
O  -2.84029  0.00207  -2.37698  -0.75
H  -2.56056  -0.48320  -1.51981  0.22
H  -3.94222  0.01304  -2.47916  0.25
O  3.03301  0.46036  -0.30799  -0.60
H  3.77223  0.86239  -0.71596  0.27
H  3.06486  -0.38387  -0.78206  0.25
O  0.45087  -1.58048  2.60752  -0.38
H  1.25923  -1.98453  2.41568  0.22
H  0.56027  -1.78133  3.49402  0.35
O  2.22596  0.95825  1.55378  -0.60
H  2.63081  0.82726  0.75086  0.31
H  2.75512  1.11965  2.30296  0.17
O  -0.05371  0.44939  -3.41869  -0.62
H  0.37099  -0.34805  -3.76864  0.42
H  -0.75594  0.01460  -2.96525  0.26
O  -1.61383  -1.37653  -1.10776  -0.53
H  -1.18847  -1.04626  -0.42755  -0.06
H  -2.46813  -1.60156  -0.54057  0.55
O  0.26322  2.87851  2.08031  -0.64
H  0.55329  2.14753  1.50245  0.23
H  1.13137  3.09237  2.30284  0.30
O  -1.00517  0.77389  3.78713  -0.74
H  -1.33253  0.69888  2.83891  0.38
H  -0.21817  1.19379  3.74741  0.31
O  -0.11707  4.01704  -2.02069  -0.66
H  0.30095  3.16639  -1.72857  0.35
H  -0.04339  4.42580  -1.10951  0.32

Values from the calculation:
Lowest unoccupied orbital energy   -0.591 eV
Molecular weight   306.3 g mol⁻¹
Charge   0

---

<iii>
17 unconnected molecules or ions with the total composition H34O17, computed with the ωB97M-V functional and the def2-TZVPD basis.

Each line ends with the Mulliken charge.
Cartesian coordinates (Å):
O  0.91410  0.48090  -3.37984  -0.65
H  1.56210  0.40790  -4.05284  0.27
H  0.93410  -0.38310  -2.96884  0.30
O  -2.28790  0.86090  1.58216  -0.75
H  -1.92790  1.50290  0.98716  0.27
H  -2.39690  -0.01710  1.22816  0.36
O  2.62410  0.36090  -0.72584  -0.61
H  3.07110  -0.11910  0.00016  0.32
H  1.69810  0.26590  -0.75584  0.09
O  -2.89190  -1.66410  0.47016  -0.76
H  -2.37890  -1.95810  -0.30284  0.35
H  -3.61690  -1.27410  0.01016  0.34
O  -1.71290  -1.92810  -2.04284  -0.77
H  -2.50090  -2.39510  -2.25184  0.27
H  -1.83590  -0.98410  -2.17184  0.35
O  1.23810  -2.24010  0.42716  -0.52
H  1.61610  -1.75210  1.14416  0.13
H  2.00210  -2.79310  0.22116  0.36
O  3.68110  2.31190  1.06416  -0.61
H  2.69510  2.23590  0.99516  0.44
H  3.92910  1.53190  1.58416  0.31
O  -0.90590  -1.77210  2.80916  -0.69
H  -1.43690  -1.61710  2.07216  0.28
H  -0.87690  -1.06510  3.40916  0.28
O  1.63310  -0.17010  2.13516  -0.74
H  2.53710  -0.08710  2.35616  0.18
H  1.22910  -0.57210  2.87616  0.29
O  0.94810  -2.27710  -2.38284  -0.76
H  -0.00190  -2.14110  -2.32784  0.42
H  1.36010  -2.24410  -1.51884  0.35
O  0.35110  1.79990  3.51016  -0.73
H  -0.52990  1.51490  3.78016  0.35
H  0.61510  1.21390  2.80116  0.37
O  -2.33690  0.54090  -1.71584  -0.80
H  -1.49290  0.61490  -1.33684  -0.10
H  -2.25790  1.09590  -2.48884  0.37
O  -2.07890  2.94290  -0.11484  -0.68
H  -2.83890  2.84590  -0.73184  0.31
H  -1.32190  2.89490  -0.76284  0.29
O  -0.00290  2.62990  -1.84084  -0.55
H  -0.04990  3.35490  -2.48284  0.24
H  0.49810  1.90190  -2.17384  0.18
O  -0.04090  0.06090  -0.28284  2.52
H  0.34110  -0.76810  0.01116  -0.55
H  0.30610  0.79690  0.25316  -0.21
O  -0.65590  -4.23610  -0.25684  -0.61
H  -0.06690  -3.54310  0.02316  0.39
H  -0.42290  -5.14510  0.09716  0.28
O  1.07610  2.65390  0.94716  -0.64
H  0.89210  2.88290  1.83816  0.27
H  1.11610  3.44190  0.43716  0.21

Values from the calculation:
Lowest unoccupied orbital energy   -0.372 eV
Molecular weight   306.3 g mol⁻¹
Charge   0

---

Which one sits at the bottom of the stability order? <ii> does.

---

<i>
A single C3H2N2OS molecule, computed with the ωB97M-V functional and the def2-TZVPD basis.

Each line ends with the Mulliken charge.
Cartesian coordinates (Å):
O  -0.22807  -0.02206  2.46711  -0.45
C  -0.35833  -0.16435  1.26569  0.50
N  -1.50605  -0.58446  0.51404  -0.23
N  -1.32259  -0.45431  -0.69268  -0.15
C  -0.04061  -0.03383  -1.09299  -0.26
C  0.70957  0.10155  0.26520  0.21
S  2.14585  0.78676  0.55444  -0.17
H  0.03364  1.07749  -1.53021  0.27
H  0.56661  -0.70678  -1.75059  0.29

Values from the calculation:
Lowest unoccupied orbital energy   -2.231 eV
Molecular weight   114.1 g mol⁻¹
Charge   0
SMILES   O=C1N=NCC1=S

---

<ii>
A single C3H2N2OS molecule, computed with the ωB97M-V functional and the def2-TZVPD basis.

Each line ends with the Mulliken charge.
Cartesian coordinates (Å):
H  1.04616  0.13259  -2.50680  0.28
N  -0.01124  0.00609  -2.34830  -0.54
C  -0.21115  0.31449  -1.04759  0.25
N  -1.44938  0.20985  -0.61321  -0.45
C  -1.44721  -0.04553  0.65788  0.08
S  0.02053  -0.19721  1.52846  -0.11
C  0.85542  0.09126  0.06970  0.64
O  2.01686  -0.07477  -0.06890  -0.47
H  -2.46755  -0.05195  1.25321  0.31

Values from the calculation:
Lowest unoccupied orbital energy   -1.287 eV
Molecular weight   114.1 g mol⁻¹
Charge   0
SMILES   [H]/N=C1/N=CSC1=O

---

<iii>
A single C3H2N2OS molecule, computed with the ωB97M-V functional and the def2-TZVPD basis.

Each line ends with the Mulliken charge.
Cartesian coordinates (Å):
O  4.57711  -0.41621  -0.37724  -0.36
C  3.54639  -0.93564  -0.31909  0.59
N  2.56602  -1.59354  0.01956  -0.24
N  1.25760  -1.49774  -0.20760  -0.29
C  0.60326  -0.37153  -0.10519  0.06
C  1.13669  0.75245  0.63025  -0.30
S  1.14110  2.34108  0.31514  -0.16
H  -0.40573  -0.38960  -0.56883  0.38
H  1.57406  0.54172  1.66205  0.33

Values from the calculation:
Lowest unoccupied orbital energy   -1.542 eV
Molecular weight   114.1 g mol⁻¹
Charge   0
SMILES   O=C=N/N=C\C=S

---

Which one sits at the bottom of the stability order? <iii> does.